Model 1:
ORCA calculation (ωB97M-V/def2-TZVPD) on a cluster of 6 separate species, H12O6 in total.

Computed properties:
M   108.1 g/mol
SMILES string   O.O.O.O.O.O
HOMO level   -10.893 eV
Net charge   0
Frontier orbital gap   11.0 eV
Lowest unoccupied orbital energy   0.004 hartree

Last column: Mulliken charge in e.
Element x y z (Å)
O  0.991  -0.092  3.146  -0.63
H  1.032  0.052  2.200  0.33
H  1.179  -1.024  3.255  0.29
O  0.057  0.030  0.254  -0.67
H  -0.541  -0.501  0.780  0.36
H  -0.305  -0.007  -0.631  0.35
O  2.678  0.849  -0.852  -0.64
H  2.934  -0.010  -0.517  0.31
H  1.889  1.073  -0.358  0.34
O  -0.654  2.742  -1.461  -0.62
H  -1.594  2.914  -1.515  0.31
H  -0.586  1.942  -0.939  0.32
O  -1.184  -2.141  1.506  -0.64
H  -0.639  -2.905  1.315  0.32
H  -2.057  -2.387  1.200  0.30
O  -1.041  -0.297  -2.090  -0.66
H  -0.461  -0.520  -2.819  0.31
H  -1.698  0.283  -2.475  0.32


Model 2:
ORCA calculation (ωB97M-V/def2-TZVPD) on a cluster of 6 separate species, H12O6 in total.

Computed properties:
M   108.1 g/mol
SMILES string   O.O.O.O.O.O
HOMO level   -10.920 eV
Net charge   0
Frontier orbital gap   11.1 eV
Lowest unoccupied orbital energy   0.006 hartree

Last column: Mulliken charge in e.
Element x y z (Å)
O  -0.852  2.158  -0.984  -0.73
H  -0.428  2.458  -1.821  0.33
H  -0.401  3.002  -0.566  0.35
O  -3.404  1.109  -0.506  -0.56
H  -2.683  0.897  -0.910  0.23
H  -3.716  0.185  -0.489  0.32
O  2.935  1.361  -0.258  -0.63
H  2.062  1.173  -0.557  0.36
H  3.279  0.547  0.114  0.30
O  1.225  -1.252  1.737  -0.69
H  1.402  -2.201  1.990  0.32
H  0.858  -0.827  2.551  0.34
O  -0.576  -3.032  0.200  -0.64
H  -0.234  -2.123  0.398  0.32
H  -0.019  -3.598  -0.228  0.29
O  0.276  -0.162  -0.595  -0.73
H  0.440  -0.370  0.435  0.40
H  -0.162  0.671  -0.510  0.42


What should be chosen as the least stable of them? Choose model 2.


Model 1:
ORCA calculation (ωB97M-V/def2-TZVPD) on a cluster of 2 separate species, H4SSi in total.

Computed properties:
M   64.2 g/mol
HOMO level (spin up / spin down)   -9.712 / -7.890 eV
Net charge   0
Frontier orbital gap (spin up / spin down)   8.7 / 5.6 eV
Lowest unoccupied orbital energy (spin up / spin down)   -0.039 / -0.085 hartree

Last column: Mulliken charge in e.
Element x y z (Å)
Si  0.877  0.458  0.215  0.23
S  -2.780  -0.405  -0.789  -0.22
H  0.716  1.881  0.123  -0.05
H  1.315  -0.076  -0.963  -0.04
H  1.378  0.148  1.621  -0.03
H  -3.484  0.161  -1.684  0.11


Model 2:
ORCA calculation (ωB97M-V/def2-TZVPD) on a cluster of 2 separate species, H4SSi in total.

Computed properties:
M   64.2 g/mol
HOMO level (spin up / spin down)   -8.826 / -8.051 eV
Net charge   0
Frontier orbital gap (spin up / spin down)   7.4 / 6.0 eV
Lowest unoccupied orbital energy (spin up / spin down)   -0.052 / -0.075 hartree

Last column: Mulliken charge in e.
Element x y z (Å)
Si  -0.887  -0.083  0.025  0.36
S  2.281  -1.141  0.831  -0.39
H  -0.243  0.156  -1.255  -0.03
H  -2.068  -0.931  -0.012  -0.03
H  -0.731  0.887  1.083  -0.01
H  3.177  -0.668  -0.016  0.10


What should be chosen as the least stable of them? Choose model 1.


Model 1:
ORCA calculation (ωB97M-V/def2-TZVPD) on the molecule C4H2N2O3.

Computed properties:
M   126.1 g/mol
SMILES string   N#Cc1c(O)noc1O
HOMO level   -9.800 eV
Net charge   0
Frontier orbital gap   10.1 eV
Lowest unoccupied orbital energy   0.011 hartree

Last column: Mulliken charge in e.
Element x y z (Å)
N  -2.702  -0.037  -1.332  -0.49
C  -1.634  0.243  -0.811  0.02
C  -0.380  0.198  -0.215  0.29
C  1.022  0.593  -0.436  0.44
O  1.514  1.226  -1.450  -0.51
N  1.905  0.085  0.421  -0.50
O  1.102  -0.628  1.348  -0.13
C  -0.172  -0.613  0.934  0.61
O  -1.097  -1.265  1.643  -0.54
H  2.379  1.765  -1.145  0.41
H  -1.937  -1.567  1.042  0.40


Model 2:
ORCA calculation (ωB97M-V/def2-TZVPD) on the molecule C4H2N2O3.

Computed properties:
M   126.1 g/mol
SMILES string   O=c1ccnnoc1=O
HOMO level   -10.305 eV
Net charge   0
Frontier orbital gap   8.5 eV
Lowest unoccupied orbital energy   -0.065 hartree

Last column: Mulliken charge in e.
Element x y z (Å)
O  1.439  1.574  -0.565  -0.45
C  0.690  0.682  -0.313  0.55
C  -0.755  1.096  -0.060  -0.47
C  -1.588  0.022  0.351  -0.21
N  -0.873  -1.148  0.321  -0.10
N  -0.434  -1.327  -0.857  -0.11
O  0.980  -1.729  -0.615  -0.19
C  1.421  -0.683  0.087  0.56
O  2.466  -0.574  0.725  -0.49
H  -0.846  2.097  -0.042  0.54
H  -2.500  -0.011  0.968  0.38


What should be chosen as the least stable of them? Choose model 2.


Model 1:
ORCA calculation (ωB97M-V/def2-TZVPD) on a structure of composition C4H11N3.

Computed properties:
M   101.2 g/mol
HOMO level (spin up / spin down)   -7.452 / -7.454 eV
Net charge   0
Frontier orbital gap (spin up / spin down)   7.4 / 7.6 eV
Lowest unoccupied orbital energy (spin up / spin down)   -0.002 / 0.004 hartree

Last column: Mulliken charge in e.
Element x y z (Å)
C  -0.208  -1.651  -0.433  -0.60
C  -1.652  1.776  0.038  -0.78
C  -0.103  -1.095  -1.831  -0.79
N  -1.032  0.731  0.836  -0.32
N  2.252  0.211  1.932  -0.35
C  1.149  0.184  1.162  -0.02
N  0.170  0.975  1.168  -0.07
H  3.130  -0.074  1.530  0.22
H  2.319  0.861  2.701  0.24
H  -1.209  -1.647  -0.019  0.30
H  0.200  -2.658  -0.341  0.38
H  0.698  -0.940  0.364  0.10
H  -2.506  1.340  -0.482  0.30
H  -2.016  2.578  0.689  0.30
H  -0.974  2.207  -0.710  0.33
H  -0.616  -0.135  -1.907  0.19
H  0.936  -0.900  -2.114  0.26
H  -0.537  -1.763  -2.584  0.32


Model 2:
ORCA calculation (ωB97M-V/def2-TZVPD) on the molecule C4H11N3.

Computed properties:
M   101.2 g/mol
SMILES string   C[C@H]1N(C)CN1N
HOMO level   -8.137 eV
Net charge   0
Frontier orbital gap   9.3 eV
Lowest unoccupied orbital energy   0.042 hartree

Last column: Mulliken charge in e.
Element x y z (Å)
C  -0.615  -1.696  0.169  -1.44
C  0.096  -0.519  -0.477  0.18
N  -0.525  0.813  -0.429  -0.08
C  -1.840  0.990  0.128  -0.96
C  0.616  1.292  0.347  -0.36
N  1.241  -0.032  0.322  0.03
N  2.533  -0.076  -0.215  -0.71
H  0.030  -2.570  0.123  0.38
H  -0.826  -1.479  1.212  0.33
H  -1.542  -1.913  -0.354  0.34
H  0.364  -0.768  -1.520  0.25
H  -2.557  0.442  -0.480  0.31
H  -1.926  0.661  1.173  0.35
H  -2.082  2.052  0.079  0.33
H  0.389  1.622  1.369  0.29
H  1.186  2.071  -0.174  0.26
H  2.539  0.109  -1.224  0.25
H  2.920  -0.999  -0.048  0.25


What should be chosen as the least stable of them? Choose model 1.